(1)
The following is a quantum chemistry calculation of a structure of composition C11H19InN2O10, from OMol25.

```
43
Properties=species:S:1:pos:R:3
In 2.2715 0.9984 -2.0498
C 3.2987 2.1467 -5.7795
O 3.9049 1.5225 -6.6716
O 3.6541 3.2865 -5.9177
O 2.9686 1.6201 -4.7588
C 3.1131 -2.2530 -3.0582
O 3.0780 -3.1521 -3.9128
O 2.4665 -1.9642 -2.0646
O 3.7612 -1.2381 -3.4152
N 1.9291 3.0741 0.6657
O 1.3490 3.7313 1.5062
O 2.1376 3.5796 -0.4057
O 2.3683 1.9205 0.7982
C -3.0037 -0.2647 -0.1195
C -1.8479 0.5321 0.5593
C -2.4297 0.7493 2.0596
C -1.9864 -0.4260 3.0389
C -0.5549 -0.8033 2.8259
C -0.1302 -1.1952 1.3935
N -0.4619 -0.0202 0.5234
O -0.1419 -0.2436 -0.7959
C 1.3569 -1.3487 1.4876
C -0.7339 -2.5567 1.0341
C -1.8631 1.9279 -0.1038
H -4.0338 0.0902 -0.1497
H -2.7997 -0.5535 -1.1505
H -3.0627 -1.2816 0.2686
H -2.1445 1.6620 2.5828
H -3.5167 0.7920 2.1280
H -2.1756 -0.1406 4.0737
H -2.5758 -1.3214 2.8412
H -0.3992 -1.6822 3.4515
H 0.0849 -0.0066 3.2053
H 1.5510 -1.8751 2.4221
H 1.8738 -0.4061 1.6681
H 1.7117 -1.8578 0.5915
H -0.3716 -2.8126 0.0384
H -1.8141 -2.6810 1.1106
H -0.5011 -3.3337 1.7622
H -1.0937 2.4033 0.5046
H -1.5493 1.9049 -1.1475
H -2.8601 2.3661 -0.0582
H -0.8270 -0.8897 -0.9825
```

The value obtained for the calculated total energy is -1482.25705 a.u. As for the spin multiplicity: 2. Its highest occupied orbital energy (spin up / spin down) is -6.11 / -6.03 eV. As for the LUMO energy (spin up / spin down): 0.33 / -2.34 eV. As for the charge: -1. The value obtained for the orbital gap (spin up / spin down) is 6.439 / 3.696 eV.



(2)
The following is a quantum chemistry calculation of a structure of composition C11H19IrO2, from OMol25.

```
33
Properties=species:S:1:pos:R:3
C -2.2672 1.0038 -1.1949
C -1.2670 2.0872 -1.0586
H -2.7312 0.6325 -0.2753
H -2.8780 1.0327 -2.1089
H -1.2706 2.8343 -1.8586
H -1.0640 2.4448 -0.0447
Ir -0.4230 0.3730 -1.7027
C 0.0191 -1.6449 -2.4797
C 0.0665 -0.6051 -3.4906
C 1.7305 -0.1705 -1.8979
C 1.0664 -1.3880 -1.5302
H -0.5658 -0.5313 -4.3713
H 1.4044 1.2087 -3.6815
H 2.5587 0.2871 -1.3553
C 1.1292 0.3135 -3.1277
H 1.3562 -2.0335 -0.6948
H -0.6944 -2.4757 -2.4548
C -2.4518 -0.1876 2.4618
O -1.6179 -0.7868 1.4778
C -0.2500 -0.9765 1.7866
C 0.6098 0.3217 1.7623
O 1.9014 0.1489 1.2218
C 3.0251 -0.0832 2.0776
H -1.9859 -0.0933 3.4561
H -2.7961 0.7894 2.0923
H -3.3636 -0.8101 2.5329
H -0.1472 -1.4309 2.7989
H 0.0963 -1.7067 1.0452
H 0.1678 1.0709 1.0860
H 0.6142 0.7941 2.7683
H 3.5298 0.8624 2.3332
H 2.7719 -0.6416 2.9874
H 3.7263 -0.6394 1.4394
```

The value obtained for the calculated total energy is -684.41514 a.u. As for the spin multiplicity: 5. Its highest occupied orbital energy (spin up / spin down) is -15.01 / -16.80 eV. As for the LUMO energy (spin up / spin down): -5.32 / -12.02 eV. As for the charge: +2. The value obtained for the orbital gap (spin up / spin down) is 9.688 / 4.783 eV.



(3)
The following is a quantum chemistry calculation of an isolated molecule of C11H19N, from OMol25.

```
31
Properties=species:S:1:pos:R:3
C -0.6601 -0.5107 -2.0526
C -1.6418 -0.4044 -0.8863
C 0.0591 0.1502 0.9635
C -1.0293 -0.8386 0.4794
C -0.0368 1.0667 1.8495
C 1.3150 0.9334 -2.3298
C -0.9751 -1.4925 -3.1530
C -0.4645 -2.2609 0.3841
C 1.1032 1.8671 2.4238
C -1.3254 1.6827 2.3352
C 2.7420 0.7945 -2.1121
N 0.4297 0.1910 -2.0253
H -2.1566 0.5675 -0.6435
H -2.4433 -1.1238 -0.9815
H 1.0369 -0.1755 0.6809
H -1.7678 -0.7909 1.3008
H -1.6168 -2.2682 -2.6098
H -0.0129 -2.0135 -3.3912
H -1.5215 -1.0790 -4.0451
H -1.4073 -2.9535 0.2151
H -0.0644 -2.6741 1.2817
H 0.3831 -2.2413 -0.2740
H 1.0294 2.0124 3.4597
H 1.1114 2.7598 1.7099
H 1.9811 1.2948 2.2852
H -1.2780 2.6866 2.6175
H -1.6198 1.1527 3.2045
H -2.1521 1.5646 1.5955
H 3.1197 1.0679 -3.0888
H 3.1399 -0.2316 -1.8212
H 3.0879 1.6236 -1.5026
```

The value obtained for the calculated total energy is -485.13576 a.u. As for the spin multiplicity: 1. Its highest occupied orbital energy is -7.01 eV. As for the LUMO energy: 0.87 eV. The value obtained for the orbital gap is 7.876 eV.



(4)
The following is a quantum chemistry calculation of a structure of composition C11H19N13SSn, from OMol25.

```
45
Properties=species:S:1:pos:R:3
Sn 0.0616 -0.0205 -0.8642
N 1.2056 2.6968 1.3958
C 0.7245 1.5089 1.9230
N 0.6605 1.2677 3.2071
N 0.1225 0.0343 3.2914
N -0.1396 -0.4291 2.1193
N 0.2500 0.4811 1.2015
C 1.4009 2.8988 0.1031
N 1.8265 4.0698 -0.4482
N 1.8833 3.8562 -1.7142
N 1.5074 2.5710 -1.9980
N 1.2273 1.9667 -0.8710
H 1.4054 3.4533 2.0481
C -2.4805 -2.7528 -1.2567
C -2.8831 -1.4031 -0.7827
N -2.0924 -0.3712 -0.4808
C -2.9084 0.6918 -0.0918
C -4.1900 0.2804 -0.1422
N -4.1479 -1.0283 -0.5733
H -1.3976 -2.8504 -1.2787
H -2.8686 -2.9414 -2.2580
H -2.8721 -3.5200 -0.5883
H -2.5155 1.6469 0.2123
H -5.1119 0.7829 0.0926
H -4.9513 -1.6251 -0.7076
C 1.9505 -5.0530 1.5440
C 1.3673 -3.7003 1.9083
N 2.3413 -2.6129 1.6819
C 2.4475 -1.8289 0.6378
S 1.4379 -2.0988 -0.7933
N 3.3482 -0.8573 0.5817
C 4.3202 -0.5523 1.6471
C 5.5166 -1.4936 1.6475
H 1.2206 -5.8329 1.7587
H 2.8473 -5.2710 2.1244
H 2.2032 -5.1024 0.4837
H 1.0972 -3.6428 2.9616
H 0.4758 -3.4653 1.3352
H 3.0496 -2.5112 2.3984
H 3.4879 -0.4359 -0.3242
H 3.7863 -0.5617 2.6008
H 4.6395 0.4750 1.4834
H 5.2330 -2.5317 1.8282
H 6.2110 -1.1976 2.4325
H 6.0435 -1.4495 0.6951
```

The value obtained for the calculated total energy is -1754.25781 a.u. As for the spin multiplicity: 1. Its highest occupied orbital energy (spin up / spin down) is -15.87 / -15.33 eV. As for the LUMO energy (spin up / spin down): -9.09 / -9.73 eV. As for the charge: +2. The value obtained for the orbital gap (spin up / spin down) is 6.789 / 5.598 eV.



Q: What is the calculated total energy in the second record?
A: -684.41514 a.u.



Q: calculated total energy of number 1 (C11H19InN2O10)?
A: -1482.25705 a.u.



Q: calculated total energy of number 4 (C11H19N13SSn)?
A: -1754.25781 a.u.



Q: Which of these has the lowest calculated total energy?
A: C11H19N13SSn